The following is a quantum chemistry calculation of a structure of composition C4H3BrF2N2, from the OMol25 dataset.

Cartesian coordinates (Å):
1 C -1.11070 0.26070 0.63124
2 C -2.04959 -0.17011 -0.32115
3 C 0.06000 0.25277 -0.07780
4 C 1.84363 0.22228 0.62460
5 N -1.47429 -0.44414 -1.47739
6 N -0.17738 -0.20762 -1.31431
7 F 1.97556 1.25559 1.44626
8 F 2.66483 0.39067 -0.41209
9 Br 2.16688 -1.44249 1.51663
10 H -1.27184 0.54542 1.64826
11 H -3.10220 -0.31352 -0.19365
12 H 0.47510 -0.34954 -2.07059

As for the gap between HOMO and LUMO: 0.375 Ha. The value obtained for the HOMO energy is -9.73 eV. The value obtained for the energy above the lowest of the compared OMol25 structures with the same formula, charge and spin is 1.144 eV. As for the electronic energy: -3037.41743 hartree. The strongest force on any atom comes out at 5.2 eV Å⁻¹. As for the net charge: 0.

Here are the Mulliken charges for atoms 1 to 2, given in e: -0.26, -0.36